No. 1
C56H44AsCsF3N6O3PS3 as an isolated structure, computed with the ωB97M-V functional and the def2-TZVPD basis.

The geometry in ORCA input format:
```
! RIJCOSX wB97M-V def2-TZVPD def2/J DEFGRID3
* xyz -2 1
Cs 0.283 1.175 0.662
S -1.716 0.010 -2.141
C -1.137 0.243 -3.754
C -1.820 -0.280 -4.866
C -1.303 -0.161 -6.144
C -0.095 0.492 -6.358
C 0.569 1.056 -5.276
C 0.061 0.955 -3.988
As 0.871 1.757 -2.401
C 0.143 3.551 -2.559
C -1.043 3.839 -3.219
C -1.589 5.114 -3.159
C -0.945 6.119 -2.455
C 0.254 5.847 -1.809
C 0.783 4.570 -1.857
C 2.619 2.122 -3.279
C 3.548 1.082 -3.255
C 4.770 1.189 -3.900
C 5.099 2.359 -4.572
C 4.194 3.412 -4.591
C 2.965 3.291 -3.955
H -2.760 -0.788 -4.693
H -1.841 -0.588 -6.984
H 0.326 0.565 -7.354
H 1.501 1.583 -5.448
H -1.562 3.049 -3.751
H -2.533 5.320 -3.651
H -1.389 7.104 -2.378
H 0.749 6.622 -1.238
H 1.691 4.347 -1.305
H 3.296 0.166 -2.730
H 5.477 0.367 -3.865
H 6.053 2.451 -5.077
H 4.444 4.330 -5.112
H 2.258 4.111 -3.998
O 3.383 1.908 5.467
C 2.063 1.668 5.482
C 1.355 1.941 6.653
C -0.015 1.760 6.706
C -0.709 1.307 5.592
C -0.004 1.002 4.441
C 1.374 1.154 4.367
C 2.066 0.757 3.099
O 1.492 0.006 2.279
N 3.251 1.345 2.949
N 3.911 1.038 1.797
C 4.606 1.921 1.237
S 5.547 1.520 -0.210
C 5.858 3.240 -0.726
C 4.867 4.143 -0.019
S 4.766 3.639 1.726
H 3.656 1.797 4.507
H 1.906 2.319 7.506
H -0.550 1.989 7.621
H -1.785 1.193 5.622
H -0.519 0.642 3.560
H 5.737 3.278 -1.808
H 6.881 3.498 -0.456
H 3.872 4.043 -0.451
H 5.176 5.187 -0.052
F 6.241 -2.029 2.636
C 5.907 -3.224 2.144
F 7.027 -3.750 1.578
F 5.612 -4.028 3.194
C 4.780 -3.168 1.162
C 4.262 -4.361 0.668
C 3.221 -4.280 -0.236
N 2.703 -3.128 -0.656
C 3.201 -1.998 -0.171
C 4.250 -1.963 0.743
H 4.660 -5.315 0.988
H 2.767 -5.180 -0.639
H 2.723 -1.083 -0.518
H 4.595 -1.023 1.140
N -3.082 2.481 -0.549
C -2.131 3.333 -0.059
O -0.928 2.998 -0.093
C -2.597 4.555 0.535
C -3.960 4.880 0.552
N -5.097 5.112 0.546
C -1.681 5.464 1.095
N -0.950 6.229 1.565
H -2.760 1.744 -1.176
H -4.004 2.850 -0.709
C -0.472 -6.313 -0.190
C -0.763 -6.069 1.148
C -0.795 -4.768 1.625
C -0.538 -3.691 0.773
C -0.261 -3.946 -0.566
C -0.227 -5.251 -1.045
P -0.610 -1.929 1.336
C -0.087 -2.276 3.069
C 1.238 -2.691 3.226
C 1.747 -2.975 4.479
C 0.942 -2.843 5.605
C -0.370 -2.425 5.461
C -0.883 -2.145 4.199
C -2.438 -1.767 1.540
C -3.362 -2.733 1.145
C -4.724 -2.518 1.301
C -5.190 -1.333 1.847
C -4.285 -0.350 2.215
C -2.926 -0.563 2.055
H -0.446 -7.331 -0.561
H -0.970 -6.895 1.818
H -1.020 -4.585 2.668
H -0.070 -3.115 -1.232
H -0.008 -5.437 -2.090
H 1.872 -2.765 2.349
H 2.781 -3.284 4.582
H 1.339 -3.062 6.588
H -0.995 -2.297 6.337
H -1.912 -1.825 4.105
H -3.024 -3.656 0.697
H -5.423 -3.282 0.982
H -6.255 -1.165 1.958
H -4.638 0.595 2.608
H -2.236 0.231 2.314
*
```

Properties
Calculated total energy (Ha): -6806.1825
Lowest unoccupied orbital energy (eV): 3.52
HOMO-LUMO gap (eV): 5.95

***

No. 2
C56H44LaN8O4PS as an isolated structure, computed with the ωB97M-V functional and the def2-TZVPD basis.

The geometry in ORCA input format:
```
! RIJCOSX wB97M-V def2-TZVPD def2/J DEFGRID3
* xyz 2 1
La 1.078 -0.339 0.168
O -0.457 -4.871 -0.940
C 0.267 -3.798 -0.679
O -0.136 -2.623 -0.813
C 1.625 -4.101 -0.180
C 2.136 -5.402 -0.061
C 3.435 -5.567 0.388
C 4.188 -4.431 0.703
C 3.582 -3.155 0.618
N 2.355 -3.024 0.126
C 4.243 -1.861 0.972
O 5.525 -1.851 1.217
O 3.562 -0.798 0.977
H -1.363 -4.718 -1.288
H 1.535 -6.256 -0.367
H 3.867 -6.553 0.449
H 5.187 -4.543 1.132
H 5.907 -2.742 1.056
C -4.953 -0.100 -0.034
N -3.663 -0.516 0.571
C -2.404 -0.091 0.206
N -1.434 -0.719 0.899
C -2.075 -1.608 1.747
C -3.471 -1.471 1.560
C -4.585 -2.179 2.209
C -5.558 -1.447 2.912
C -6.636 -2.089 3.505
C -6.749 -3.476 3.420
C -5.789 -4.225 2.755
C -4.737 -3.580 2.130
C -1.350 -2.392 2.744
C -1.999 -2.997 3.850
C -1.271 -3.831 4.696
C 0.101 -3.982 4.581
C 0.772 -3.316 3.557
C 0.040 -2.563 2.645
P -2.190 1.376 -0.811
C -1.132 2.250 0.356
N -0.094 1.639 0.961
C 0.501 2.601 1.751
C -0.203 3.797 1.618
N -1.321 3.529 0.810
C -2.376 4.475 0.429
C 0.062 5.047 2.321
C 0.410 5.011 3.692
C 0.651 6.185 4.392
C 0.581 7.406 3.736
C 0.235 7.470 2.386
C -0.005 6.304 1.677
C 1.783 2.341 2.415
C 2.864 3.238 2.311
C 4.109 2.898 2.834
C 4.289 1.687 3.491
C 3.254 0.781 3.586
C 2.005 1.102 3.042
C -1.115 0.778 -2.134
N 0.006 0.029 -1.959
C 0.567 -0.159 -3.210
C -0.236 0.513 -4.152
N -1.298 1.098 -3.460
C -2.307 2.020 -3.981
C 0.101 0.837 -5.547
C -0.844 0.700 -6.578
C -0.522 1.082 -7.878
C 0.735 1.607 -8.159
C 1.667 1.791 -7.145
C 1.375 1.359 -5.857
C 1.771 -0.968 -3.499
C 1.933 -1.629 -4.735
C 3.119 -2.286 -5.034
C 4.159 -2.307 -4.124
C 4.015 -1.704 -2.882
C 2.839 -1.032 -2.590
H -4.795 0.150 -1.099
H -5.353 0.778 0.481
H -5.678 -0.932 0.034
H -5.444 -0.362 2.995
H -7.365 -1.507 4.061
H -7.572 -3.992 3.897
H -5.881 -5.303 2.712
H -3.960 -4.144 1.620
H -3.034 -2.781 4.040
H -1.810 -4.355 5.498
H 0.647 -4.627 5.253
H 1.841 -3.440 3.454
H 0.522 -2.245 1.723
H -2.480 5.209 1.237
H -3.328 3.956 0.289
H -2.126 5.007 -0.512
H 0.478 4.039 4.153
H 0.923 6.146 5.435
H 0.783 8.323 4.266
H 0.180 8.426 1.886
H -0.235 6.336 0.614
H 2.729 4.170 1.772
H 4.942 3.582 2.712
H 5.261 1.417 3.896
H 3.394 -0.191 4.049
H 1.169 0.397 3.127
H -2.011 2.376 -4.973
H -2.394 2.904 -3.328
H -3.288 1.520 -4.068
H -1.810 0.241 -6.354
H -1.259 0.990 -8.664
H 0.957 1.895 -9.174
H 2.620 2.260 -7.371
H 2.130 1.413 -5.085
H 1.105 -1.630 -5.440
H 3.212 -2.804 -5.986
H 5.093 -2.799 -4.359
H 4.829 -1.780 -2.180
H 2.814 -0.346 -1.722
S 2.619 2.034 -0.978
C 1.224 2.779 -1.550
N 0.185 3.244 -1.867
*
```

Properties
Calculated total energy (Ha): -3670.3444
Lowest unoccupied orbital energy (eV): -5.92
HOMO-LUMO gap (eV): 6.11

***

No. 3
C56H45Cl3F3NO2P2PbSSi as an isolated structure, computed with the ωB97M-V functional and the def2-TZVPD basis.

The geometry in ORCA input format:
```
! RIJCOSX wB97M-V def2-TZVPD def2/J DEFGRID3
* xyz 0 1
Pb 1.785 -1.460 -0.519
C 1.256 -5.059 1.171
Si 0.362 -3.430 0.691
C -1.054 -4.115 -0.384
C -1.881 -5.122 0.219
C -2.904 -5.661 -0.472
C -3.207 -5.282 -1.733
C -2.420 -4.382 -2.376
C -1.329 -3.869 -1.763
P -0.279 -2.609 -2.684
C -1.330 -1.216 -3.166
C -0.568 -0.191 -3.760
C -1.160 0.838 -4.411
C -2.526 0.924 -4.488
C -3.349 -0.026 -3.774
C -2.739 -1.066 -3.094
C -0.259 -3.401 -4.406
C -0.769 -2.691 -5.510
C -0.751 -3.220 -6.800
C -0.313 -4.551 -7.010
C 0.295 -5.183 -5.938
C 0.350 -4.621 -4.707
C -0.514 -2.794 2.227
C -0.735 -3.550 3.374
C -1.452 -3.045 4.404
C -2.041 -1.781 4.236
C -1.892 -1.002 3.122
C -1.118 -1.522 2.093
P -0.782 -0.363 0.647
C -2.516 -0.076 0.061
C -2.919 1.136 -0.404
C -4.260 1.466 -0.658
C -5.212 0.556 -0.351
C -4.852 -0.733 0.169
C -3.479 -1.034 0.355
C -0.314 1.289 1.287
C -0.015 2.258 0.408
C 0.342 3.657 0.813
C 0.112 4.510 3.248
C -0.964 3.932 3.683
C -1.493 2.699 3.008
H 1.147 -5.805 0.405
H 0.999 -5.525 2.128
H 2.277 -4.837 1.237
H -1.684 -5.696 1.148
H -3.543 -6.371 0.033
H -3.975 -5.764 -2.232
H -2.651 -4.149 -3.339
H 0.521 -0.264 -3.703
H -0.563 1.631 -4.793
H -3.126 1.735 -4.997
H -4.412 -0.003 -3.787
H -3.307 -1.821 -2.636
H -1.224 -1.739 -5.370
H -1.136 -2.595 -7.660
H -0.415 -4.962 -8.022
H 0.751 -6.144 -6.105
H 0.701 -5.195 -3.828
H -0.381 -4.565 3.383
H -1.572 -3.590 5.333
H -2.587 -1.510 5.128
H -2.276 0.013 2.991
H -2.219 1.917 -0.649
H -4.455 2.447 -1.087
H -6.234 0.739 -0.350
H -5.608 -1.508 0.306
H -3.282 -2.057 0.627
H -0.083 2.144 -0.596
H 0.840 4.065 -0.117
H 0.455 5.515 3.606
H -1.602 4.448 4.451
H -2.040 2.126 3.775
F 6.621 1.089 4.306
C 5.608 1.935 4.045
F 6.189 3.179 4.174
F 4.653 1.781 4.977
C 5.067 1.774 2.670
C 5.955 1.565 1.551
C 5.398 1.464 0.319
C 4.053 1.803 0.126
N 3.205 2.048 1.171
C 3.750 1.962 2.367
S 2.462 1.745 3.685
H 6.927 1.185 1.755
H 5.995 0.971 -0.393
H 3.628 1.722 -0.899
Cl 2.826 -2.931 4.455
C 3.982 -2.755 3.128
C 3.396 -2.173 1.771
O 3.954 -2.502 0.739
O 2.397 -1.359 1.813
H 4.435 -3.781 2.929
H 4.707 -2.151 3.560
C 0.650 6.457 0.787
C 1.820 5.925 1.377
C 2.094 4.722 2.011
C 0.981 3.835 2.226
C 1.123 2.495 2.839
C -0.206 1.796 2.712
C -2.554 3.157 1.978
C -2.184 4.072 1.022
C -0.862 4.470 0.785
C -0.606 5.814 0.647
H 0.674 7.507 0.742
H 2.582 6.664 1.512
H 2.978 4.578 2.664
H -0.335 0.916 3.384
H -3.536 2.663 2.065
H -2.930 4.648 0.430
H -1.500 6.495 0.536
Cl 3.955 3.561 -3.707
C 2.810 4.929 -3.443
Cl 2.175 5.572 -5.000
H 3.277 5.763 -2.963
H 1.966 4.504 -2.939
*
```

Properties
Calculated total energy (Ha): -5609.3727
Lowest unoccupied orbital energy (alpha / beta) (eV): 0.10 / -1.09
HOMO-LUMO gap (alpha / beta) (eV): 7.27 / 5.63

***

No. 4
C56H46N6O2PTa as an isolated structure, computed with the ωB97M-V functional and the def2-TZVPD basis.

The geometry in ORCA input format:
```
! RIJCOSX wB97M-V def2-TZVPD def2/J DEFGRID3
* xyz 4 1
Ta -0.359 -0.415 -0.329
C 1.222 1.196 4.835
N 0.503 0.443 3.810
C 0.712 0.511 2.493
N -0.140 -0.344 1.870
C -0.898 -0.969 2.850
C -0.505 -0.465 4.071
C -0.972 -0.853 5.402
C -1.051 -2.212 5.723
C -1.485 -2.602 6.976
C -1.865 -1.649 7.914
C -1.810 -0.298 7.593
C -1.359 0.102 6.347
C -1.993 -1.922 2.619
C -1.751 -3.200 2.116
C -2.786 -4.123 2.055
C -4.061 -3.777 2.480
C -4.308 -2.500 2.973
C -3.277 -1.578 3.051
P 1.898 1.662 1.717
C 2.592 0.503 0.480
N 1.897 -0.256 -0.403
C 2.802 -0.760 -1.318
C 4.061 -0.319 -0.966
N 3.893 0.461 0.162
C 4.979 1.095 0.905
C 5.354 -0.622 -1.581
C 6.252 0.396 -1.917
C 7.477 0.079 -2.477
C 7.822 -1.250 -2.693
C 6.928 -2.263 -2.370
C 5.694 -1.955 -1.829
C 2.417 -1.506 -2.522
C 2.899 -1.091 -3.766
C 2.558 -1.789 -4.912
C 1.743 -2.912 -4.831
C 1.267 -3.336 -3.600
C 1.603 -2.639 -2.447
C 0.702 2.422 0.553
N -0.103 1.731 -0.264
C -0.714 2.614 -1.104
C -0.339 3.896 -0.763
N 0.566 3.733 0.282
C 1.309 4.814 0.924
C -0.643 5.186 -1.388
C -0.458 5.331 -2.767
C -0.686 6.554 -3.371
C -1.117 7.637 -2.612
C -1.323 7.492 -1.246
C -1.081 6.276 -0.631
C -1.539 2.028 -2.138
C -1.114 0.795 -2.661
C -1.885 0.124 -3.604
C -3.057 0.706 -4.062
C -3.462 1.949 -3.572
C -2.715 2.607 -2.607
H 2.231 1.417 4.500
H 1.262 0.600 5.743
H 0.704 2.127 5.063
H -0.751 -2.956 4.995
H -1.519 -3.654 7.223
H -2.204 -1.963 8.891
H -2.129 0.444 8.312
H -1.352 1.156 6.097
H -0.734 -3.498 1.878
H -2.598 -5.130 1.707
H -4.849 -4.518 2.461
H -5.294 -2.237 3.333
H -3.459 -0.595 3.466
H 5.873 0.486 0.805
H 4.718 1.181 1.957
H 5.194 2.086 0.507
H 5.974 1.435 -1.785
H 8.162 0.870 -2.752
H 8.787 -1.494 -3.116
H 7.201 -3.297 -2.532
H 4.996 -2.742 -1.570
H 3.529 -0.213 -3.833
H 2.932 -1.458 -5.871
H 1.505 -3.470 -5.727
H 0.664 -4.233 -3.539
H 1.338 -3.034 -1.475
H 1.455 5.618 0.208
H 2.277 4.453 1.261
H 0.760 5.210 1.777
H -0.110 4.489 -3.354
H -0.519 6.670 -4.433
H -1.291 8.593 -3.085
H -1.678 8.330 -0.661
H -1.269 6.166 0.430
H -0.073 0.452 -2.492
H -1.543 -0.812 -4.028
H -3.640 0.208 -4.825
H -4.369 2.405 -3.945
H -3.049 3.553 -2.203
C -4.834 -0.585 -0.602
C -3.439 -1.085 -0.664
O -2.527 -0.255 -0.338
C -3.164 -2.448 -1.068
C -4.195 -3.352 -1.365
C -3.926 -4.677 -1.647
C -2.612 -5.139 -1.648
C -1.566 -4.270 -1.371
C -1.836 -2.945 -1.093
O -0.848 -2.070 -0.799
H -4.852 0.420 -0.187
H -5.458 -1.243 0.003
H -5.265 -0.558 -1.608
H -5.224 -3.019 -1.367
H -4.736 -5.361 -1.858
H -2.401 -6.178 -1.864
H -0.541 -4.618 -1.361
*
```

Properties
Calculated total energy (Ha): -3037.7965
Lowest unoccupied orbital energy (eV): -13.08
HOMO-LUMO gap (eV): 4.09

***

> The highest calculated total energy belongs to which entry?

C56H46N6O2PTa

***

> Which of these has the highest calculated total energy?

C56H46N6O2PTa

***

> Which value of calculated total energy does entry 1 give?

-6806.1825 Ha